<i>
Formula: C5H4
Source: the Open Molecules 2025 dataset
Level of theory: the ωB97M-V functional and the def2-TZVPD basis

```
9
Properties=species:S:1:pos:R:3:lowdin_charge:R:1
C 1.3234 1.5509 2.0337 0.18
C 0.2868 -0.2892 -0.0908 -0.13
C 0.6534 0.6678 1.2277 -0.26
C 0.4074 -1.1815 -1.3385 0.06
C -0.5409 0.7749 0.2609 -0.19
H -0.5321 -1.3720 -1.7265 -0.01
H 0.7402 -2.2950 -1.1026 0.08
H -1.5039 0.4171 0.8626 0.16
H -0.8343 1.7270 -0.1266 0.11
```

Its spin multiplicity is 1. The gap between HOMO and LUMO (spin up / spin down) comes out at 0.319 / 0.319 Ha. The value obtained for the HOMO energy (spin up / spin down) is -0.3578 / -0.3578 Ha. Its molar mass is 64.09 g/mol.



<ii>
Formula: C5H4
Source: the Open Molecules 2025 dataset
Level of theory: the ωB97M-V functional and the def2-TZVPD basis

```
9
Properties=species:S:1:pos:R:3:lowdin_charge:R:1
C -1.3163 -1.2342 -0.4861 -0.12
C -1.0943 -1.3430 0.7591 -0.08
C -0.0959 -0.3218 1.0720 -0.27
C 0.1014 0.3793 -0.3051 0.01
C -1.0022 -0.3402 -1.4137 0.02
H -0.4520 0.5261 1.8266 0.16
H 0.9346 -0.6928 1.5553 0.16
H 0.8568 1.0158 -0.6579 0.03
H -1.4251 0.0355 -2.3840 0.10
```

Its spin multiplicity is 1. The gap between HOMO and LUMO (spin up / spin down) comes out at 0.276 / 0.276 Ha. The value obtained for the HOMO energy (spin up / spin down) is -0.2912 / -0.2912 Ha. Its molar mass is 64.09 g/mol.



<iii>
Formula: C5H4
Source: the Open Molecules 2025 dataset
Level of theory: the ωB97M-V functional and the def2-TZVPD basis

```
9
Properties=species:S:1:pos:R:3:lowdin_charge:R:1
C -1.1306 -0.3193 0.4648 -0.04
C -1.5232 0.9596 0.8156 -0.05
C -1.8001 0.5340 -0.4323 -0.04
H -1.4346 2.0122 1.1209 0.11
H -1.9439 0.8644 -1.4647 0.11
C 2.6926 -1.0615 -0.4414 -0.09
C 1.4696 -1.0418 -0.1690 -0.07
H 3.3726 -0.4635 0.2136 0.02
H 0.2977 -1.4841 -0.1075 0.05
```

Its spin multiplicity is 1. The gap between HOMO and LUMO comes out at 0.355 Ha. The value obtained for the HOMO energy is -0.3393 Ha. Its molar mass is 64.09 g/mol.



<iv>
Formula: C5H4
Source: the Open Molecules 2025 dataset
Level of theory: the ωB97M-V functional and the def2-TZVPD basis

```
9
Properties=species:S:1:pos:R:3:lowdin_charge:R:1
C -3.1254 0.0724 0.0071 0.11
C -1.9566 -0.2360 0.1141 -0.19
C -0.6195 -0.2673 0.0178 -0.09
C 0.6030 -0.2183 -0.1098 -0.03
C 2.0581 0.0391 0.0350 -0.09
H -4.1879 0.3100 -0.2729 0.06
H 2.3904 1.0273 -0.2936 0.08
H 2.2324 -0.0016 1.0454 0.04
H 2.6056 -0.7256 -0.5431 0.09
```

Its spin multiplicity is 1. The gap between HOMO and LUMO comes out at 0.370 Ha. The value obtained for the HOMO energy is -0.3353 Ha. Its molar mass is 64.09 g/mol.



Here is how they stack up, most stable first: <iv>, <ii>, <iii>, <i>.



<i>
Formula: C22H25N3O4S
Source: the Open Molecules 2025 dataset
Level of theory: the ωB97M-V functional and the def2-TZVPD basis

```
55
Properties=species:S:1:pos:R:3:lowdin_charge:R:1
C -3.2762 3.8395 -1.5713 -0.01
C -2.5094 2.9526 -0.6597 -0.26
C -2.6787 1.6186 -0.4330 0.02
C -1.6624 1.2008 0.4670 -0.17
C -1.2952 -0.0287 1.0104 -0.03
C -0.1937 -0.0863 1.8337 -0.10
C 0.5355 1.0624 2.1441 -0.09
C 0.1911 2.2938 1.6262 -0.04
C -0.9031 2.3568 0.7721 -0.19
N -1.4472 3.4163 0.0874 -0.01
C -0.8227 4.7037 -0.0240 -0.10
C 0.1915 4.7325 -1.1973 -0.13
N 0.8993 3.4794 -1.2835 0.07
C 0.4185 2.4988 -2.0997 -0.44
O -0.3251 2.7387 -3.0298 0.08
C 0.8430 1.1081 -1.7557 -0.12
C 0.0067 0.0833 -2.1939 0.00
C 0.2708 -1.2300 -1.8547 -0.04
C 1.3744 -1.5135 -1.0742 -0.26
S 1.7164 -3.1996 -0.5819 0.68
O 3.1272 -3.3388 -0.3653 -0.28
O 1.0704 -4.0861 -1.5092 -0.28
N 0.9491 -3.2333 0.9164 -0.23
C -0.4039 -3.7560 0.8959 -0.18
C -0.3986 -5.2867 0.9573 -0.18
O 0.3341 -5.7476 2.0723 -0.12
C 1.6688 -5.2931 2.0284 -0.18
C 1.7265 -3.7640 2.0202 -0.17
C 2.2305 -0.5144 -0.6544 -0.04
C 1.9695 0.7999 -0.9974 -0.01
H -2.6780 4.0761 -2.4515 0.08
H -4.1761 3.3276 -1.8999 0.09
H -3.5621 4.7697 -1.0813 0.08
H -3.4354 0.9964 -0.8675 0.11
H -1.8630 -0.9169 0.7778 0.11
H 0.1222 -1.0323 2.2448 0.08
H 1.3882 0.9842 2.8023 0.10
H 0.7632 3.1737 1.8887 0.11
H -0.3060 4.9118 0.9167 0.12
H -1.5780 5.4766 -0.1787 0.12
H -0.3298 4.8564 -2.1485 0.11
H 0.8964 5.5556 -1.0616 0.12
H 1.3899 3.1925 -0.4500 0.11
H -0.8493 0.3455 -2.7967 0.12
H -0.3534 -2.0395 -2.1981 0.11
H -0.8800 -3.4168 -0.0225 0.11
H -0.9359 -3.3465 1.7608 0.13
H -1.4113 -5.6747 1.0786 0.13
H 0.0403 -5.6742 0.0274 0.12
H 2.1586 -5.7004 2.9144 0.13
H 2.1679 -5.6678 1.1219 0.13
H 2.7527 -3.4232 1.8933 0.12
H 1.3102 -3.3648 2.9508 0.13
H 3.0985 -0.7857 -0.0755 0.12
H 2.6629 1.5697 -0.6925 0.12
```

Its spin multiplicity is 1. The gap between HOMO and LUMO comes out at 0.302 Ha. The value obtained for the HOMO energy is -0.2934 Ha. Its molar mass is 427.53 g/mol.



<ii>
Formula: C22H25N3O4S
Source: the Open Molecules 2025 dataset
Level of theory: the ωB97M-V functional and the def2-TZVPD basis

```
55
Properties=species:S:1:pos:R:3:lowdin_charge:R:1
C 2.8417 2.8422 -0.5898 -0.08
N 3.3983 1.5418 -0.9176 -0.23
C 4.1740 1.6408 -2.1414 -0.09
C 4.2146 0.9750 0.1516 -0.28
C 3.4737 0.9318 1.5068 -0.11
N 2.1910 0.2898 1.3861 0.10
C 1.0321 0.9003 1.7041 -0.46
O 0.9716 1.9770 2.2678 0.06
C -0.1967 0.1497 1.2960 -0.13
C -1.2785 0.0878 2.1699 0.01
C -2.4597 -0.5072 1.7673 -0.05
C -2.5530 -1.0102 0.4842 -0.27
S -4.1228 -1.6505 -0.0683 0.66
O -4.0148 -2.0566 -1.4420 -0.29
O -4.6346 -2.5910 0.8836 -0.29
N -5.0941 -0.2817 0.0703 -0.12
C -4.9634 0.6651 -1.0265 -0.15
C -3.7047 1.4505 -0.8547 -0.29
C -3.2582 2.2256 0.1762 -0.02
C -1.9672 2.6743 -0.1918 -0.05
C -1.7281 2.1423 -1.4195 -0.13
O -2.7720 1.3999 -1.8280 0.04
C -1.4897 -0.9651 -0.3938 -0.04
C -0.3011 -0.3855 0.0159 -0.01
C 4.6138 -0.4462 -0.1760 -0.21
C 5.8230 -0.9527 0.2822 -0.04
C 6.1650 -2.2740 0.0540 -0.08
C 5.2993 -3.1076 -0.6333 -0.09
C 4.0940 -2.6103 -1.0988 -0.07
C 3.7530 -1.2889 -0.8704 -0.06
H 3.6183 3.5767 -0.3268 0.10
H 2.1348 2.7657 0.2306 0.06
H 2.3030 3.2123 -1.4609 0.09
H 3.5169 1.9578 -2.9499 0.09
H 4.9983 2.3660 -2.0555 0.09
H 4.5955 0.6706 -2.3956 0.08
H 5.1320 1.5772 0.3109 0.15
H 4.1027 0.3831 2.2178 0.13
H 3.2975 1.9333 1.9025 0.12
H 2.1771 -0.5992 0.9105 0.12
H -1.1812 0.5235 3.1523 0.13
H -3.3174 -0.5730 2.4164 0.12
H -6.0438 -0.5706 0.2505 0.11
H -5.8307 1.3302 -1.0143 0.13
H -4.9174 0.1409 -1.9899 0.12
H -3.7835 2.4433 1.0826 0.12
H -1.3119 3.2929 0.3855 0.11
H -0.8916 2.2189 -2.0847 0.12
H -1.6200 -1.3642 -1.3874 0.12
H 0.5259 -0.3048 -0.6737 0.11
H 6.5030 -0.3062 0.8191 0.11
H 7.1104 -2.6531 0.4129 0.10
H 5.5656 -4.1388 -0.8102 0.10
H 3.4168 -3.2532 -1.6418 0.10
H 2.8287 -0.8897 -1.2606 0.10
```

Its spin multiplicity is 1. The gap between HOMO and LUMO comes out at 0.324 Ha. The value obtained for the HOMO energy is -0.3129 Ha. Its molar mass is 427.53 g/mol.



Here is how they stack up, most stable first: <i>, <ii>.



<i>
Formula: C3H5P
Source: the Open Molecules 2025 dataset
Level of theory: the ωB97M-V functional and the def2-TZVPD basis

```
9
Properties=species:S:1:pos:R:3:lowdin_charge:R:1
C 0.0917 0.6399 0.3533 -0.22
C 1.3280 0.7319 0.5712 -0.48
C -1.0938 0.0833 -0.2369 -0.15
P 3.0405 -0.0377 -0.2365 0.67
H 1.6881 1.5880 1.2910 0.06
H 2.3307 -1.2219 -0.8780 -0.17
H -0.9276 0.0465 -1.3733 0.10
H -2.0535 0.6535 0.1332 0.11
H -1.2325 -1.0049 0.0737 0.09
```

Its spin multiplicity is 1. The gap between HOMO and LUMO (spin up / spin down) comes out at 0.221 / 0.299 Ha. The value obtained for the HOMO energy (spin up / spin down) is -0.2662 / -0.3038 Ha. Its molar mass is 72.05 g/mol.



<ii>
Formula: C3H5P
Source: the Open Molecules 2025 dataset
Level of theory: the ωB97M-V functional and the def2-TZVPD basis

```
9
Properties=species:S:1:pos:R:3:lowdin_charge:R:1
C 1.4353 0.5485 -1.0587 -0.17
C 0.4228 0.3162 -0.0813 -0.14
C -0.5323 -0.2753 0.6947 -0.45
P -1.9327 -0.1415 1.7231 0.68
H 2.2185 -0.2714 -1.2758 0.12
H 1.0283 0.6359 -2.0561 0.07
H 1.9646 1.4902 -0.9537 0.07
H -1.8886 -1.5461 2.3375 -0.08
H -2.7159 -0.7565 0.6703 -0.10
```

Its spin multiplicity is 1. The gap between HOMO and LUMO comes out at 0.352 Ha. The value obtained for the HOMO energy is -0.3235 Ha. Its molar mass is 72.05 g/mol.



Here is how they stack up, most stable first: <ii>, <i>.



<i>
Formula: C4H11NO2S
Source: the Open Molecules 2025 dataset
Level of theory: the ωB97M-V functional and the def2-TZVPD basis

```
19
Properties=species:S:1:pos:R:3:lowdin_charge:R:1
C 0.3567 -0.1215 0.2272 -0.20
C -1.1678 -0.0543 0.1382 -0.55
S -1.4891 -0.0952 1.8856 0.80
C 1.0361 0.4522 -1.0135 -0.55
N 1.4216 -0.2425 -1.9156 0.42
C 0.4433 -3.7026 -2.0202 -0.05
O 1.1431 1.7376 -0.9371 0.11
H 0.6260 0.6786 0.9777 0.09
H 0.5840 -1.1743 0.3804 0.12
H -1.3616 0.9474 -0.2416 0.08
H -1.6493 -0.8307 -0.4476 0.08
H -1.0626 1.2252 1.6760 -0.08
H 1.3446 -3.1067 -2.1409 0.00
H 0.4805 -4.2445 -1.0887 0.01
H -0.3753 -2.9955 -2.0682 0.00
H 0.2128 -4.3959 -2.8236 0.02
H 0.3174 3.0469 1.5868 0.03
H 0.7321 2.0867 -0.0640 -0.02
O 0.1215 2.2355 1.1079 -0.33
```

Its spin multiplicity is 1. The gap between HOMO and LUMO comes out at 0.202 Ha. The value obtained for the HOMO energy is -0.3371 Ha. Its molar mass is 137.20 g/mol.



<ii>
Formula: C4H11NO2S
Source: the Open Molecules 2025 dataset
Level of theory: the ωB97M-V functional and the def2-TZVPD basis

```
19
Properties=species:S:1:pos:R:3:lowdin_charge:R:1
C -0.0223 1.7479 2.1585 -0.10
N 0.9869 0.8696 1.6034 -0.01
C 0.7647 0.0036 0.5443 -0.47
O 1.3125 -1.0773 0.4872 0.05
C -0.2402 0.6047 -0.4634 -0.19
C -0.2254 -0.2348 -1.7637 -0.57
S -1.4831 0.4200 -2.9325 0.68
H -0.6364 1.1923 2.9152 0.10
H 0.5322 2.6189 2.5646 0.09
H -0.6897 2.2257 1.4239 0.08
H 1.6944 0.5767 2.2912 0.15
H 0.0399 1.6788 -0.6401 0.13
H -1.2714 0.4139 -0.0635 0.12
H 0.7726 -0.2851 -2.1874 0.08
H -0.4528 -1.3461 -1.7212 0.07
H -2.5236 0.0186 -2.1772 -0.14
O 0.6202 -3.4619 -0.9272 -0.12
H -0.2796 -3.3185 -0.6071 0.02
H 1.1011 -2.6470 -0.5049 0.04
```

Its spin multiplicity is 1. The gap between HOMO and LUMO comes out at 0.357 Ha. The value obtained for the HOMO energy is -0.3379 Ha. Its molar mass is 137.20 g/mol.



<iii>
Formula: C4H11NO2S
Source: the Open Molecules 2025 dataset
Level of theory: the ωB97M-V functional and the def2-TZVPD basis

```
19
Properties=species:S:1:pos:R:3:lowdin_charge:R:1
N 2.4158 0.8386 -0.9144 0.12
C 1.1107 0.3652 -1.1811 -0.50
O 1.0276 -0.7789 -1.5808 0.03
C -0.1105 1.2880 -0.7514 -0.13
C -0.5881 0.7940 0.6090 -0.27
C -1.1543 -0.6755 0.5705 -0.57
S -2.7083 -0.6948 -0.3349 0.70
H 3.2219 0.2233 -1.1505 0.12
H 2.6722 1.7849 -0.6522 0.09
H 0.0524 2.4313 -0.7453 0.13
H -0.8663 1.0813 -1.5213 0.09
H 0.2990 0.4305 1.2914 0.12
H -1.0171 1.5397 1.1838 0.07
H -0.4529 -1.3346 0.0209 0.07
H -1.2238 -1.0058 1.5960 0.06
H -3.3421 0.2949 0.3283 -0.14
O 2.2834 -0.4911 2.9282 0.04
H 2.3133 -0.9164 2.1091 0.01
H 2.7319 0.2473 3.0381 -0.05
```

Its spin multiplicity is 1. The gap between HOMO and LUMO comes out at 0.346 Ha. The value obtained for the HOMO energy is -0.3248 Ha. Its molar mass is 137.20 g/mol.



<iv>
Formula: C4H11NO2S
Source: the Open Molecules 2025 dataset
Level of theory: the ωB97M-V functional and the def2-TZVPD basis

```
19
Properties=species:S:1:pos:R:3:lowdin_charge:R:1
C -1.3636 1.3842 -0.5890 -0.10
C 2.0618 1.6650 0.6401 -0.11
C -0.4079 -3.0880 0.0046 -0.21
C 0.1022 1.2736 -0.5915 -0.32
N 0.6251 1.4956 0.5463 -0.04
O 1.5083 -1.3878 -0.4338 -0.45
O -0.2767 -1.0518 1.4064 -0.28
S 0.0728 -1.3750 -0.1793 0.85
H -1.9682 0.3915 -0.8658 0.11
H -1.7431 1.5816 0.3754 0.06
H -1.7437 2.0945 -1.2122 0.03
H 2.6416 0.9329 1.0800 0.04
H 2.4158 1.6725 -0.4123 0.10
H 2.1074 2.4810 1.3004 0.07
H -0.7255 -3.5304 -0.9019 0.05
H 0.2845 -3.6909 0.5517 0.06
H -1.2597 -3.1546 0.5488 0.01
H 0.5742 1.1713 -1.5047 0.10
H 0.4263 -0.5328 1.7616 0.03
```

Its spin multiplicity is 1. The gap between HOMO and LUMO comes out at 0.368 Ha. The value obtained for the HOMO energy is -0.3415 Ha. Its molar mass is 137.20 g/mol.



Here is how they stack up, most stable first: <ii>, <iii>, <iv>, <i>.